Here is the ion C14H23N2O3 with charge +1 at a distorted geometry from the Open Molecules 2025 dataset. Energies are from ωB97M-V with the def2-TZVPD basis set.

Computed properties:
HOMO-LUMO gap: 8.44 eV
E: -23991.1788 eV
Net charge: +1
SMILES: COc1cc(CN2CC[NH2+]CC2)cc(OC)c1OC
Energy relative to the best compared isomer or geometry (same formula, charge and spin): 1540.2 kJ/mol
E_LUMO: -3.3 eV

Last columns: bonded neighbours and bond lengths (Å).
CARTESIAN COORDINATES (ANGSTROEM)
1 C 1.1420 3.3686 0.5593  H2 1.001, H3 1.252, H4 1.138, O5 1.643
2 H 1.1426 3.3088 1.5580  C1 1.001
3 H 1.9059 4.2877 0.1870  C1 1.252
4 H 0.1655 3.5039 -0.0091  C1 1.138
5 O 1.7438 2.0382 -0.1951  C1 1.643, C6 1.379
6 C 1.1909 0.8990 0.3507  O5 1.379, C7 1.483, C11 1.205
7 C -0.1086 0.6664 1.0264  C6 1.483, C8 1.205, H42 1.287
8 C -0.4946 -0.4745 1.0534  C7 1.205, C9 1.350, C23 1.563
9 C 0.2803 -1.5469 0.7848  C8 1.350, C10 1.447, H22 1.119
10 C 1.6394 -1.4576 0.2963  C9 1.447, C11 1.606, O17 1.437
11 C 2.0084 0.0799 0.0132  C6 1.205, C10 1.606, O12 1.381
12 O 3.1657 0.0934 -0.7400  C11 1.381, C13 1.322
13 C 4.1859 0.8564 -0.3881  O12 1.322, H14 0.999, H15 1.115, H16 1.165
14 H 5.1682 0.7817 -0.5553  C13 0.999
15 H 4.1558 1.1871 0.6760  C13 1.115
16 H 3.8505 1.9383 -0.6617  C13 1.165
17 O 2.2695 -2.7382 0.1274  C10 1.437, C18 1.338
18 C 3.5799 -2.7037 -0.1419  O17 1.338, H19 1.168, H20 1.104, H21 1.054
19 H 4.3208 -2.0487 0.4794  C18 1.168
20 H 3.8137 -2.1743 -1.0824  C18 1.104
21 H 3.7953 -3.7202 -0.3171  C18 1.054
22 H -0.0889 -2.4828 1.2756  C9 1.119
23 C -1.8718 -0.5811 1.7843  C8 1.563, N24 1.421, H40 1.154, H41 1.308
24 N -2.9985 -0.5926 0.9182  C23 1.421, C25 1.698, C31 1.560
25 C -2.9205 -1.4507 -0.5447  N24 1.698, C26 1.419, H38 1.054, H39 1.311
26 C -1.8733 -1.2255 -1.4752  C25 1.419, N27 1.270, H36 0.985, H37 1.261
27 N -1.6950 0.0305 -1.4280  C26 1.270, H28 1.206, H29 1.147, C30 1.554
28 H -1.2351 0.6818 -2.3325  N27 1.206
29 H -1.1033 0.3769 -0.5085  N27 1.147
30 C -2.9181 0.9254 -1.0853  N27 1.554, C31 1.417, H34 1.011, H35 1.190
31 C -3.3983 0.7522 0.2364  N24 1.560, C30 1.417, H32 1.149, H33 1.095
32 H -4.5374 0.6149 0.1799  C31 1.149
33 H -3.0427 1.4537 0.9981  C31 1.095
34 H -2.7951 1.9053 -1.2997  C30 1.011
35 H -3.7393 0.5894 -1.8786  C30 1.190
36 H -0.9585 -1.5586 -1.3269  C26 0.985
37 H -2.3761 -1.5047 -2.5970  C26 1.261
38 H -3.9395 -1.6915 -0.4209  C25 1.054
39 H -2.6493 -2.5425 0.1278  C25 1.311
40 H -2.1998 0.1843 2.5839  C23 1.154
41 H -1.8427 -1.7528 2.3658  C23 1.308
42 H -0.7381 1.7232 1.4062  C7 1.287